Formula: C2H3N
Source: the OMol25 dataset
Level of theory: ωB97M-V/def2-TZVPD

Output
HOMO: -9.98 eV
multiplicity: 1
E_LUMO: 0.0442 Ha
calculated total energy: -3609.834 eV
energy above the lowest of the compared OMol25 structures with the same formula, charge and spin: 58.21 kcal per mole
SMILES: C1=NC1

Geometry (Å):
N: 0.5645 -0.0472 0.9717
C: -0.5840 0.3783 0.5709
C: 0.3940 -0.1528 -0.4906
H: -1.5373 0.6333 0.8565
H: 0.2192 -1.1922 -0.6604
H: 0.9435 0.3806 -1.2481

Force components x, y, z for each atom (eV/Å):
N -2.08 1.93 0.70
C 5.81 -2.25 -1.87
C -2.17 -0.51 1.12
H -1.76 0.77 0.86
H 0.07 -0.54 -1.13
H 0.12 0.60 0.32

=====

Formula: C3H7NO2
Source: the OMol25 dataset
Level of theory: ωB97M-V/def2-TZVPD

Output
HOMO: -9.76 eV
multiplicity: 1
E_LUMO: -0.0134 Ha
calculated total energy: -8806.660 eV
energy above the lowest of the compared OMol25 structures with the same formula, charge and spin: 89.23 kcal per mole
SMILES: CC(C)(O)N=O

Geometry (Å):
C: 0.2488 0.8355 -1.1451
C: -1.2843 -0.2034 0.6227
C: 0.0724 -0.1719 0.1385
N: 0.6305 -1.4571 -0.4254
O: 1.7394 -1.7231 0.0437
O: 0.8878 0.4117 1.2441
H: 0.9786 1.5405 -0.7000
H: 0.6371 0.2827 -2.0337
H: -0.7459 1.2528 -1.3532
H: -1.8070 0.7443 0.4569
H: -1.2071 -0.4219 1.6683
H: -1.8898 -1.0193 0.1580
H: 1.7394 -0.0709 1.3252

Atoms 1-6, force components in eV/Å:
C 0.22 -1.42 1.26
C -2.46 -1.26 -0.02
C 3.73 2.30 -1.05
N 2.02 0.05 1.98
O -2.40 0.45 -1.15
O -0.47 -1.28 -1.30

=====

Formula: C33H31BBrO21
Source: the OMol25 dataset
Level of theory: ωB97M-V/def2-TZVPD

Output
total charge: -1
HOMO: -3.01 eV
multiplicity: 1
E_LUMO: -0.0147 Ha
calculated total energy: -148440.522 eV

Geometry (Å):
C: 7.3904 -0.2038 3.5920
O: 7.6631 0.4403 2.3781
B: 6.6718 1.3457 1.8972
O: 7.1946 2.6652 1.6849
C: 5.2469 0.9796 1.5786
C: 4.9585 -0.5232 1.6745
C: 4.3004 -1.0900 0.4124
C: 3.9139 -2.5783 0.3947
Br: 4.1319 -3.5618 2.0793
C: 4.3078 1.7886 2.4739
C: 2.9152 2.0419 1.9684
O: 2.3321 3.0856 1.9920
O: 2.1923 0.9711 1.3857
C: 1.8364 -0.1235 2.0916
C: 1.8745 -0.0741 3.5983
O: 1.4266 -1.0875 1.5045
H: 7.4778 -1.2901 3.4758
H: 8.1020 0.1126 4.3616
H: 6.3700 -0.0102 3.9421
H: 7.0819 3.2378 2.4445
H: 5.8849 -1.0864 1.8139
H: 4.3417 -0.7392 2.5641
H: 5.0294 -0.9414 -0.3869
H: 3.4199 -0.5149 0.1335
H: 2.8777 -2.7259 0.1231
H: 4.5200 -3.1351 -0.3139
H: 4.2250 1.3881 3.5034
H: 4.7115 2.8001 2.5601
H: 2.6149 -0.7941 3.9419
H: 2.0539 0.9118 4.0166
H: 0.9006 -0.4201 3.9426
C: -0.5398 2.3670 0.0740
C: -0.6101 2.1315 -1.2442
C: -1.7332 1.3295 -1.8616
O: -1.7212 1.1952 -3.0795
C: -2.7464 0.7677 -1.0089
C: -2.6733 0.9930 0.3138
C: -1.5634 1.8252 0.9335
O: -1.6240 1.9716 2.1415
O: -3.5405 0.5379 1.1923
O: 0.2854 2.5765 -2.1123
H: 0.2643 2.9345 0.5276
H: -3.5332 0.1808 -1.4613
H: -3.2302 0.8752 2.0586
H: 0.0102 2.2574 -2.9908
C: -3.1178 3.4014 -7.2867
C: -2.5112 2.5693 -6.4180
C: -1.7144 1.3671 -6.8943
O: -1.1764 0.6785 -6.0537
C: -1.6390 1.1092 -8.3229
C: -2.2509 1.9415 -9.1733
C: -3.0216 3.1520 -8.7006
O: -3.5241 3.8488 -9.5697
O: -2.2433 1.7964 -10.4927
O: -2.5672 2.7452 -5.1174
H: -3.6843 4.2617 -6.9591
H: -1.0818 0.2437 -8.6522
H: -2.7624 2.5501 -10.8387
H: -2.0827 2.0344 -4.6359
C: 2.2041 -6.9832 -0.9396
C: 1.8771 -8.2767 -0.8293
C: 0.8691 -8.7760 0.1834
O: 0.6403 -9.9758 0.1753
C: 0.2560 -7.8292 1.0811
C: 0.5837 -6.5299 0.9792
C: 1.5707 -6.0261 -0.0550
O: 1.7671 -4.8295 -0.0641
O: 0.0915 -5.5827 1.7512
O: 2.3909 -9.2395 -1.5845
H: 2.9208 -6.6177 -1.6612
H: -0.4485 -8.1981 1.8128
H: 0.5124 -4.7436 1.4652
H: 1.9651 -10.0653 -1.2790
C: -6.0357 2.6221 3.9629
C: -6.0197 2.9234 2.6552
C: -7.0438 3.8448 2.0259
O: -6.9232 4.0605 0.8339
C: -8.0868 4.4000 2.8603
C: -8.1025 4.0957 4.1654
C: -7.0652 3.1924 4.7995
O: -7.1740 3.0015 5.9981
O: -9.0085 4.5454 5.0191
O: -5.1251 2.4545 1.8032
H: -5.3078 1.9686 4.4226
H: -8.8221 5.0451 2.4008
H: -8.7652 4.1649 5.8873
H: -5.3555 2.8431 0.9344

Atoms 1-6, force components in eV/Å:
C -0.10 -0.38 -0.22
O 0.12 0.23 -0.05
B -0.10 0.26 -0.68
O -0.20 0.00 0.13
C 0.45 -0.80 1.47
C -0.14 0.38 -0.16

=====

Formula: C3H10N2OP
Source: the OMol25 dataset
Level of theory: ωB97M-V/def2-TZVPD

Output
total charge: +1
HOMO: -14.83 eV
multiplicity: 1
E_LUMO: -0.1323 Ha
calculated total energy: -17584.344 eV
energy above the lowest of the compared OMol25 structures with the same formula, charge and spin: 11.33 kcal per mole
SMILES: CP(C)(=O)NC=[NH2+]

Geometry (Å):
C: 0.1532 1.3606 -1.7195
C: -0.8217 0.1585 1.9610
C: 0.8765 -1.8224 0.2873
N: 0.3740 0.8520 -0.5372
N: -0.6956 0.7452 -2.4913
O: -1.5696 -0.9046 -0.6007
P: -0.4324 -0.5288 0.2753
H: 0.5887 2.2868 -1.9111
H: -0.3518 1.1946 1.9699
H: -1.8962 0.2406 2.0580
H: -0.4117 -0.4599 2.7108
H: 1.0728 -2.2624 -0.6560
H: 1.9420 -1.6606 0.6716
H: 0.3559 -2.5389 0.7668
H: 1.2708 1.1569 -0.1520
H: -0.9171 0.9055 -3.4207
H: -1.1196 -0.1017 -2.1200

Atoms 1-6, force components in eV/Å:
C -2.05 -1.83 -0.33
C 0.86 1.39 -2.23
C 2.21 3.04 -0.26
N 1.41 -0.37 1.90
N 0.40 -0.32 0.95
O 0.20 0.04 0.57

=====

In order of appearance, HOMO-LUMO gap = 11.2; 9.4; 2.6; 11.2 eV.